(1)
# C17H20N6OS

A single C17H20N6OS molecule in a non-equilibrium geometry (ωB97M-V/def2-TZVPD, OMol25).

Computed properties:
Energy relative to the best compared isomer or geometry (same formula, charge and spin)   0.000 eV
HOMO level   -8.597 eV
SMILES   Cc1nc2ncnn2c(N2CCN(C(=O)Cc3cccs3)CC2)c1C

The geometry in XYZ format:
```
45
C17H20N6OS (ωB97M-V/def2-TZVPD)
C -2.36417 0.43234 -5.24445
C -2.49138 0.58300 -3.76339
N -3.61070 1.12522 -3.33951
C -3.76282 1.29454 -2.04209
N -4.77537 1.81432 -1.37122
C -4.41063 1.69064 -0.09505
N -3.23644 1.12686 0.11526
N -2.79164 0.86920 -1.12175
C -1.63735 0.28129 -1.52547
C -1.45312 0.16599 -2.89847
C -0.16081 -0.34633 -3.46007
H 0.62563 -0.28130 -2.71369
H 0.12955 0.25029 -4.32196
H -0.25006 -1.38126 -3.79108
N -0.69528 -0.13223 -0.60807
C -0.62417 0.50479 0.69308
H -0.86623 1.56204 0.59333
C 0.80846 0.35380 1.22017
N 1.15885 -1.04347 1.29805
C 1.39129 -1.78058 2.40887
O 1.57471 -2.98038 2.35226
C 1.45964 -1.02950 3.73638
C 2.63950 -0.11696 3.77237
C 3.91535 -0.39073 3.39042
C 4.79458 0.70267 3.56595
C 4.17611 1.79476 4.07690
S 2.50289 1.51307 4.35998
H 4.59158 2.75365 4.31375
H 5.84121 0.67113 3.32200
H 4.21549 -1.34617 2.99878
H 0.53561 -0.47945 3.92017
H 1.55917 -1.79437 4.51254
C 1.04511 -1.70914 0.01698
C -0.37593 -1.54852 -0.51977
H -0.46924 -2.01527 -1.49834
H -1.07365 -2.04624 0.17104
H 1.28358 -2.76359 0.16335
H 1.76330 -1.26377 -0.68029
H 0.89359 0.83988 2.18800
H 1.50081 0.84403 0.52475
H -1.32928 0.05315 1.40314
H -5.02577 2.02027 0.71793
H -3.30985 0.70235 -5.70363
H -2.10584 -0.59094 -5.50850
H -1.58631 1.09089 -5.62860
```



(2)
# C2H10N2S

A 2-piece molecular cluster, C2H10N2S overall in a non-equilibrium geometry (ωB97M-V/def2-TZVPD, OMol25).

Computed properties:
2S+1   2
Net charge   +1
Energy relative to the best compared isomer or geometry (same formula, charge and spin)   1.470 eV
HOMO level (alpha / beta)   -10.363 / -10.363 eV
<S²>   0.753

The geometry in XYZ format:
```
15
C2H10N2S (ωB97M-V/def2-TZVPD)
C -0.73447 -3.62962 2.96987
S 0.46268 -4.93248 3.37710
H -1.52552 -3.64213 3.71518
H -1.18358 -4.08746 2.06550
H -0.30557 -2.66762 2.70402
H 1.49259 -4.37911 2.72474
N 1.01332 4.41776 -2.55226
C 0.00569 4.04901 -3.51571
N -1.23207 4.89176 -3.49708
H 0.56960 4.53141 -1.65150
H 1.79398 3.79316 -2.49278
H -0.39922 3.07509 -3.20689
H 0.36843 4.06985 -4.53475
H -0.98543 5.85996 -3.31037
H -1.58698 4.89403 -4.44925
```



(3)
# C26H52F9N2O9P2

A 5-piece molecular cluster, C26H52F9N2O9P2 overall in a non-equilibrium geometry (ωB97M-V/def2-TZVPD, OMol25).

Computed properties:
Net charge   -1
HOMO level   -5.434 eV

The geometry in XYZ format:
```
100
C26H52F9N2O9P2 (ωB97M-V/def2-TZVPD)
C -4.74351 -0.23031 -0.06751
C -3.69724 0.22539 0.60400
C -2.59857 -0.68579 1.07216
C -1.22264 -0.43192 0.41899
C -0.35222 -1.76782 0.75754
O -0.60906 -2.27763 1.84684
O 0.40408 -2.13432 -0.12591
N -1.33025 -0.31115 -1.05007
C -1.14377 0.90310 -1.80312
P -2.58326 1.91859 -2.28613
O -3.15148 2.73756 -1.21753
O -3.63658 1.03063 -3.07412
O -1.97277 2.81118 -3.49246
P -1.84609 -1.63609 -1.92442
N -0.97194 -1.94482 -3.19628
C -0.53855 0.74165 1.12102
F -1.23162 1.91757 0.96355
F -0.54330 0.50103 2.45861
C 0.96693 1.01262 0.74867
F 1.76044 0.45896 1.70051
F 1.29642 0.47056 -0.42757
C 1.41032 2.50724 0.68862
F 2.68005 2.50861 0.19549
F 0.65801 3.22064 -0.17279
C 1.50898 3.25296 2.04824
F 0.44851 3.07216 2.81004
F 1.61574 4.56085 1.78743
F 2.59681 2.88439 2.71072
H -4.83731 -1.28495 -0.29127
H -5.51679 0.43057 -0.42886
H -3.62333 1.26774 0.87440
H -2.50865 -0.60553 2.14922
H -2.88909 -1.71440 0.88488
H -0.47005 1.61506 -1.35007
H -0.67505 0.62055 -2.75445
H -3.38140 0.95451 -4.00250
H -1.02223 2.91899 -3.36938
H -1.88854 -2.67539 -0.99603
H -3.15504 -1.41078 -2.35570
H -0.50006 -2.83066 -3.07358
C -0.82772 -5.64727 0.89083
C -2.31572 -5.69767 1.19093
O -3.14174 -5.50319 0.05313
C -3.02019 -6.45403 -0.98123
C -3.40251 -7.86703 -0.56827
H -0.57130 -4.72999 0.35876
H -0.26081 -5.66825 1.82083
H -0.50578 -6.49676 0.28273
H -2.56985 -4.88335 1.86858
H -2.58258 -6.63310 1.69993
H -2.00812 -6.43949 -1.40231
H -3.69330 -6.10973 -1.76731
H -2.69755 -8.28391 0.15253
H -3.41231 -8.52258 -1.44021
H -4.39276 -7.87480 -0.11032
C 7.23251 2.92240 2.39150
C 7.33102 1.96926 1.21128
O 7.50036 0.61405 1.57712
C 6.44874 0.05671 2.35020
C 5.09837 0.07769 1.65813
H 8.07721 2.78025 3.06747
H 7.23315 3.95450 2.03939
H 6.31617 2.76877 2.96285
H 8.21040 2.21570 0.61507
H 6.46070 2.08538 0.55505
H 6.38582 0.55376 3.32568
H 6.75124 -0.97283 2.54185
H 4.72232 1.09409 1.53095
H 4.36374 -0.47381 2.24449
H 5.17086 -0.37776 0.67331
C 4.10116 0.15990 -2.10416
C 3.01824 -0.56483 -2.88247
O 2.82360 -0.06487 -4.20008
C 3.92953 -0.18134 -5.06482
C 4.37161 -1.61525 -5.31358
H 3.92578 1.23760 -2.11279
H 4.09541 -0.18882 -1.07507
H 5.09923 -0.01736 -2.51349
H 2.06733 -0.43369 -2.37590
H 3.20603 -1.64274 -2.90295
H 4.77384 0.41909 -4.70064
H 3.60689 0.26691 -6.00617
H 4.78849 -2.07314 -4.41582
H 5.14008 -1.64251 -6.08812
H 3.52409 -2.22175 -5.63426
C -3.24807 5.10035 2.20335
C -4.28166 4.33481 1.39206
O -4.70244 3.12724 2.00529
C -5.32443 3.25266 3.26341
C -6.60753 4.06940 3.24086
H -2.41285 4.44698 2.46042
H -2.86998 5.94249 1.62251
H -3.66050 5.49797 3.13417
H -3.84495 4.04053 0.44022
H -5.14587 4.97263 1.16550
H -4.62503 3.66238 4.00316
H -5.54860 2.23148 3.57444
H -6.41625 5.12129 3.02286
H -7.10352 4.01612 4.21128
H -7.28591 3.68794 2.47664
```



(4)
# C4H4F2

A single C4H4F2 molecule in a non-equilibrium geometry (ωB97M-V/def2-TZVPD, OMol25).

Computed properties:
Energy relative to the best compared isomer or geometry (same formula, charge and spin)   0.997 eV
HOMO level   -10.005 eV
SMILES   F[C@@H]1C=C[C@H]1F

The geometry in XYZ format:
```
10
C4H4F2 (ωB97M-V/def2-TZVPD)
C 0.10394 1.13618 0.06303
C -0.13456 0.44219 -1.04707
C 0.25067 0.00818 1.04090
C -0.23901 -0.93721 -0.46800
F -0.60706 -0.04381 2.08308
F 0.64598 -1.86901 -0.88282
H 0.16512 2.19083 0.26348
H -0.21086 0.73268 -2.07899
H 1.24592 -0.27860 1.36449
H -1.22013 -1.38143 -0.33811
```



(5)
# C4H7NO

A single C4H7NO molecule in a non-equilibrium geometry (ωB97M-V/def2-TZVPD, OMol25).

Computed properties:
Energy relative to the best compared isomer or geometry (same formula, charge and spin)   2.872 eV
HOMO level   -9.553 eV
SMILES   O[C@H]1C[C@H]2N[C@@H]12

The geometry in XYZ format:
```
13
C4H7NO (ωB97M-V/def2-TZVPD)
O -1.82821 0.84166 0.02431
C -0.58590 0.68755 -0.59396
C 0.67106 0.99349 0.29392
C 0.98943 -0.50756 0.32184
N -0.25783 -1.16222 0.76019
C -0.09109 -0.75081 -0.64298
H -1.75987 0.29739 0.83090
H -0.62540 1.19500 -1.55630
H 0.47523 1.49577 1.24652
H 1.42120 1.53954 -0.28635
H 1.97780 -0.96087 0.37279
H -0.30981 -2.16489 0.65573
H -0.07661 -1.50405 -1.42662
```



(6)
# C27H43Cl2N2O11P3S2

A 3-piece molecular cluster, C27H43Cl2N2O11P3S2 overall in a non-equilibrium geometry (ωB97M-V/def2-TZVPD, OMol25).

Computed properties:
Energy relative to the best compared isomer or geometry (same formula, charge and spin)   0.000 eV
HOMO level   -8.054 eV
SMILES   [H]/N=C/Cc1cc2c(c(P(O)(O)=S)c1)N([C@H](Cl)CC)c1cc(Cl)cc(COCCC)c1S2.COP(=O)(OC)OC.COP(=O)(OC)OC

The geometry in XYZ format:
```
90
C27H43Cl2N2O11P3S2 (ωB97M-V/def2-TZVPD)
C -5.64956 4.91903 4.07136
C -5.52444 6.39909 3.67019
C -6.42667 6.77567 2.50495
O -6.12775 6.12150 1.28385
C -4.99454 6.64781 0.63034
C -3.69042 5.92551 0.89336
C -2.56927 6.69638 1.15698
C -1.35199 6.08421 1.38839
Cl 0.01825 7.09144 1.74830
C -1.22658 4.71426 1.34005
C -2.33043 3.91090 1.08707
C -3.55757 4.53658 0.88124
S -4.99530 3.56562 0.53597
C -4.23258 2.13397 -0.17488
C -5.01399 1.40557 -1.05284
C -4.49406 0.26677 -1.65132
C -5.33722 -0.57907 -2.58660
C -6.66795 -0.88072 -1.92068
N -6.69362 -1.51858 -0.82693
C -3.18448 -0.07845 -1.38094
C -2.39257 0.65394 -0.50357
P -0.72074 0.00507 -0.33630
O -0.96886 -1.54767 -0.02939
O 0.06194 0.56697 0.93679
S 0.27785 0.17913 -1.98506
C -2.92378 1.78153 0.14069
N -2.09811 2.49260 1.08270
C -2.16671 1.86747 2.40580
Cl -3.71945 2.11359 3.28645
C -1.02408 2.26992 3.33247
C -1.04981 1.43916 4.63613
H -6.34829 4.82589 4.90440
H -4.68763 4.58864 4.46285
H -5.94637 4.28078 3.24175
H -4.47576 6.64848 3.49415
H -5.83739 7.01151 4.52120
H -7.43649 6.45651 2.77738
H -6.47517 7.86535 2.38777
H -5.15597 6.72161 -0.44902
H -4.86474 7.68028 0.97614
H -2.64340 7.77605 1.17944
H -0.24791 4.29510 1.52797
H -6.03017 1.70228 -1.28102
H -4.85744 -1.55161 -2.70256
H -5.47603 -0.09519 -3.55217
H -7.60901 -0.52979 -2.35631
H -7.65357 -1.62284 -0.50493
H -2.77983 -0.95211 -1.87641
H -0.18783 -2.04577 -0.30669
H 0.69340 1.22423 0.60857
H -2.06864 0.79759 2.23181
H -1.19185 3.31266 3.61556
H -0.06767 2.22941 2.81836
H -1.55112 0.48690 4.46787
H -0.02396 1.26671 4.95824
H -1.57771 2.01089 5.39443
C 2.85358 -1.36439 0.66094
O 3.62862 -1.14389 -0.52776
P 5.20706 -1.48106 -0.47410
O 5.76215 -0.69523 0.65013
O 5.49108 -0.88055 -1.92828
C 5.32704 0.52297 -2.12747
O 6.20796 -2.71086 -0.73792
C 6.17567 -3.80293 0.20535
H 1.80734 -1.39832 0.36507
H 3.12006 -2.30116 1.14865
H 3.00066 -0.53769 1.35420
H 5.47562 1.07669 -1.20035
H 4.33135 0.72703 -2.52207
H 6.06975 0.83994 -2.85630
H 5.15762 -4.16611 0.34824
H 6.59259 -3.48786 1.16184
H 6.77689 -4.60995 -0.20419
C 6.42473 -8.79559 -5.54989
O 5.89216 -8.71253 -4.21423
P 6.70795 -7.83016 -3.13613
O 8.08189 -8.37675 -3.09338
O 5.79242 -8.27771 -1.90181
C 5.83228 -9.64095 -1.48592
O 6.77264 -6.31740 -2.59641
C 7.30968 -5.32862 -3.50330
H 5.62241 -9.13003 -6.20286
H 6.78836 -7.83105 -5.89989
H 7.23514 -9.52172 -5.57268
H 6.78530 -10.10657 -1.73683
H 5.01784 -10.19509 -1.95327
H 5.69853 -9.65920 -0.40651
H 6.81311 -5.36887 -4.47323
H 8.38056 -5.48650 -3.63095
H 7.13503 -4.35065 -3.06203
```



(7)
# C23H51ClO11S8

A 9-piece molecular cluster, C23H51ClO11S8 overall in a non-equilibrium geometry (ωB97M-V/def2-TZVPD, OMol25).

Computed properties:
HOMO level   -7.836 eV

The geometry in XYZ format:
```
94
C23H51ClO11S8 (ωB97M-V/def2-TZVPD)
C 2.06187 2.32292 -1.26890
C 2.86544 1.58839 -2.19225
C 3.98969 0.70675 -3.06069
C 4.83230 -0.21590 -1.96031
C 5.50605 0.43198 -0.80232
Cl 5.66033 2.19869 -0.26414
C 6.14203 -0.84062 0.01226
O 6.56892 -0.61481 1.25744
O 6.07717 -2.05578 -0.81507
C 5.05595 -1.84527 -1.89435
O 4.49104 -2.83557 -2.62981
H 1.60175 2.72302 -0.24267
H 3.45824 -0.00695 -3.83048
H 4.71536 1.42437 -3.63982
C -0.46494 -2.02725 0.10219
S -0.28162 -0.82968 -1.24098
O 0.39365 0.38459 -0.67356
C -2.04246 -0.44840 -1.39923
H 0.52877 -2.37603 0.39370
H -0.94881 -1.55607 0.96080
H -1.05809 -2.87705 -0.24362
H -2.43084 -0.07286 -0.44945
H -2.58589 -1.34800 -1.69756
H -2.16443 0.31861 -2.16892
C 2.76952 3.60966 3.93979
S 1.19341 3.71069 3.05800
O 1.43251 3.24362 1.65192
C 1.10856 5.51696 3.02381
H 3.04249 2.55654 4.04236
H 3.54741 4.13150 3.37772
H 2.66238 4.05256 4.93273
H 1.98727 5.92332 2.51719
H 1.05393 5.89973 4.04563
H 0.20765 5.81257 2.47923
C -5.43882 0.88058 -4.08915
S -5.32353 -0.84940 -4.60472
O -4.20420 -1.47806 -3.82736
C -4.70586 -0.51195 -6.27073
H -5.77472 0.91090 -3.04976
H -4.46065 1.36068 -4.16695
H -6.16432 1.40219 -4.71775
H -3.77196 0.05269 -6.21634
H -5.45440 0.05370 -6.83049
H -4.52368 -1.46549 -6.77389
C -1.77091 0.40873 -9.17185
S -3.13407 -0.01769 -10.28174
O -4.16995 -0.73703 -9.46816
C -2.22687 -1.26227 -11.22987
H -2.12633 1.15495 -8.45705
H -1.43646 -0.47940 -8.63081
H -0.94527 0.82890 -9.75093
H -1.86467 -2.04928 -10.56401
H -1.38676 -0.78946 -11.74394
H -2.90397 -1.69740 -11.97000
C -1.05464 1.18941 5.58821
S -0.99452 2.89814 6.17857
O 0.44526 3.23721 6.43246
C -1.76753 2.57432 7.78124
H -0.58394 1.14627 4.60298
H -0.51328 0.53604 6.27625
H -2.09529 0.86742 5.50488
H -1.18290 1.83686 8.33649
H -2.78564 2.20853 7.62877
H -1.80117 3.50971 8.34649
C 8.22165 -0.67807 3.73317
S 6.88790 -0.35008 4.91022
O 7.07438 1.04719 5.42528
C 7.47814 -1.48426 6.18936
H 8.07607 -0.04042 2.85778
H 9.18801 -0.45079 4.18910
H 8.18867 -1.72580 3.42538
H 8.48976 -1.20813 6.49648
H 7.46874 -2.50655 5.80409
H 6.80735 -1.41704 7.05024
C 4.18362 -2.63577 8.48675
S 3.57636 -2.61271 6.78305
O 2.16747 -2.09645 6.81336
C 3.49315 -4.40849 6.58508
H 4.27596 -1.60442 8.83586
H 3.48069 -3.17270 9.12780
H 5.16417 -3.11644 8.51926
H 2.83198 -4.83811 7.34154
H 4.49544 -4.83328 6.67771
H 3.09768 -4.63077 5.59020
C -9.97155 -1.76728 -5.58174
S -9.91143 -0.05855 -4.99138
O -8.47165 0.28052 -4.73749
C -10.68444 -0.38237 -3.38871
H -9.50085 -1.81043 -6.56697
H -9.43019 -2.42065 -4.89370
H -11.01220 -2.08927 -5.66507
H -10.09981 -1.11983 -2.83346
H -11.70255 -0.74816 -3.54118
H -10.71808 0.55302 -2.82346
```



(8)
# C23H21F6N3O2PPt

C23H21F6N3O2PPt as an isolated structure (ωB97M-V/def2-TZVPD, OMol25).

Computed properties:
2S+1   4
Energy relative to the best compared isomer or geometry (same formula, charge and spin)   0.000 eV
HOMO level (alpha / beta)   -8.336 / -8.836 eV
<S²>   3.785

The geometry in XYZ format:
```
57
C23H21F6N3O2PPt (ωB97M-V/def2-TZVPD)
Pt 0.12666 0.13360 0.32806
C -0.26399 0.26731 -2.99718
C -0.77940 -1.13374 -2.92750
C -0.70846 -1.95624 -4.02009
C -1.26016 -3.23603 -3.99119
C -1.90811 -3.70540 -2.85628
C -2.04687 -2.92256 -1.73233
C -2.60135 -3.54386 -0.48989
C -1.48788 -1.59046 -1.76301
N -1.61485 -0.72457 -0.74152
C -2.84547 -0.60722 -0.08550
O -3.90705 -0.91709 -0.57507
C -2.77655 0.14892 1.21723
C -3.83878 0.39278 2.07181
C -3.59453 1.18244 3.19313
C -2.33913 1.73967 3.41420
C -1.33831 1.46341 2.49460
N -1.59465 0.66708 1.47058
C 0.06341 2.05397 2.49377
O 0.43579 2.72981 3.43087
N 0.75876 1.76269 1.34900
C 1.98428 2.43316 1.08099
C 2.08286 3.82913 1.10885
C 0.91124 4.72307 1.38528
C 3.31895 4.39564 0.81832
C 4.41694 3.61933 0.48620
C 4.28742 2.24087 0.40268
C 3.07364 1.63799 0.68839
C 2.88146 0.16860 0.51549
H 0.20834 0.43586 -3.96203
H 0.47578 0.48648 -2.21094
H -1.07423 0.98814 -2.87246
H -0.21057 -1.61082 -4.91551
H -1.15219 -3.88087 -4.85182
H -2.25314 -4.72776 -2.82537
H -2.43777 -4.61777 -0.53706
H -3.66803 -3.34226 -0.39586
H -2.09275 -3.18020 0.40351
H -4.81343 -0.01487 1.85073
H -4.39703 1.38165 3.88911
H -2.12181 2.37826 4.25607
H -0.00702 4.30728 0.96763
H 1.07346 5.69954 0.93292
H 0.75287 4.85330 2.45533
H 3.40914 5.47302 0.84016
H 5.36551 4.09013 0.26691
H 5.12539 1.62620 0.10637
H 3.73900 -0.33792 0.07412
H 2.08790 -0.00334 -0.25916
H 2.61756 -0.36171 1.43276
F 0.47413 -2.27317 0.38628
P 1.45233 -3.59916 -0.06208
F 2.73457 -2.62951 0.01686
F 1.23909 -3.14138 -1.60329
F 1.60058 -3.93800 1.49360
F 0.09521 -4.47151 -0.13972
F 2.34124 -4.84186 -0.50693
```



(9)
# C2H7NO3

A 2-piece molecular cluster, C2H7NO3 overall in a non-equilibrium geometry (ωB97M-V/def2-TZVPD, OMol25).

Computed properties:
Energy relative to the best compared isomer or geometry (same formula, charge and spin)   0.960 eV
HOMO level   -10.353 eV
SMILES   O=CO.NCO

The geometry in XYZ format:
```
13
C2H7NO3 (ωB97M-V/def2-TZVPD)
N -0.93965 2.51143 -1.28537
C -0.37834 1.27342 -0.80779
O -1.37380 0.56782 -0.03252
H -0.41005 3.28551 -0.94595
H -0.91041 2.57488 -2.29584
H 0.50896 1.44041 -0.20355
H -0.10055 0.53191 -1.56156
H -2.21190 0.70936 -0.47722
O 1.86019 -0.92929 0.39364
C 1.21853 -1.75906 0.97561
O -0.10162 -1.94252 0.99256
H 1.71286 -2.61763 1.46090
H -0.49347 -1.11721 0.63814
```